{
  "formula": "C20H26Br5F15O11V2",
  "method": "ωB97M-V with the def2-TZVPD basis set",
  "species": ["V", "V", "Br", "Br", "Br", "Br", "Br", "O", "H", "C", "C", "O", "C", "O", "C", "F", "F", "F", "H", "H", "H", "H", "H", "C", "C", "O", "C", "O", "C", "F", "F", "F", "H", "H", "H", "H", "H", "C", "C", "O", "C", "O", "C", "F", "F", "F", "H", "H", "H", "H", "H", "C", "C", "O", "C", "O", "C", "F", "F", "F", "H", "H", "H", "H", "H", "C", "C", "O", "C", "O", "C", "F", "F", "F", "H", "H", "H", "H", "H"],
  "xyz": [[-0.58136, -1.77461, -0.61092], [-0.16347, 4.54701, 1.08722], [-0.40366, 0.63461, -0.86495], [-0.21597, -3.59534, -2.14582], [1.78236, 3.60329, -0.29433], [-1.63708, 5.58177, -0.59998], [-1.61546, -2.41325, 1.36796], [0.12586, 5.44939, 2.53809], [-0.68457, 5.37304, 3.11034], [-1.11364, 3.27086, -3.84338], [-1.45867, 1.91112, -4.28395], [-2.54611, 1.93348, -5.29767], [-3.14341, 0.79711, -5.64279], [-2.94258, -0.26922, -5.12514], [-3.96897, 0.91672, -6.96581], [-4.70090, -0.12093, -7.12828], [-4.77083, 1.95969, -7.03909], [-3.06472, 0.94122, -7.99446], [-0.54071, 3.24985, -2.94539], [-1.95963, 3.86918, -3.56781], [-0.49890, 3.79086, -4.57520], [-1.79257, 1.32715, -3.45505], [-0.64027, 1.45618, -4.78667], [3.90820, -0.09308, -1.03880], [3.85322, -1.46260, -1.64984], [3.81245, -2.55069, -0.62842], [2.66948, -2.75487, -0.06512], [1.69089, -2.03052, -0.17609], [2.67282, -3.93779, 0.81943], [1.80746, -4.84520, 0.37052], [3.88880, -4.50392, 0.89364], [2.31783, -3.55284, 2.07357], [4.69839, 0.04617, -0.30921], [2.96087, 0.09155, -0.54285], [4.00269, 0.65861, -1.84620], [4.81072, -1.69190, -2.16373], [2.96584, -1.56785, -2.27653], [-4.23885, -2.99191, -4.32308], [-4.40020, -3.06510, -2.82570], [-4.57207, -1.70266, -2.14693], [-3.55644, -1.05140, -1.63058], [-2.40748, -1.47367, -1.61322], [-3.97188, 0.25771, -0.86470], [-3.72474, 1.29366, -1.61786], [-5.28472, 0.29691, -0.49737], [-3.28187, 0.35747, 0.31509], [-4.52020, -3.95862, -4.74896], [-3.23896, -2.75746, -4.65973], [-4.92191, -2.32767, -4.77503], [-3.58836, -3.56433, -2.31890], [-5.37340, -3.43750, -2.49883], [1.15800, 1.02405, 4.84101], [0.65362, 1.33663, 3.39596], [-0.76409, 1.60909, 3.63916], [-1.37522, 2.29805, 2.72650], [-0.77900, 2.73549, 1.70799], [-2.87586, 2.72162, 2.84469], [-3.18302, 3.44025, 1.71993], [-3.76627, 1.68584, 2.87623], [-2.89798, 3.50199, 3.94025], [0.76106, 1.84634, 5.47059], [2.23575, 0.99826, 4.96737], [0.78985, 0.10650, 5.26510], [0.64268, 0.56714, 2.62311], [1.13875, 2.26485, 3.03133], [3.35394, -2.72673, 5.95939], [3.12397, -2.04247, 4.59083], [4.18200, -1.03926, 4.40396], [4.09806, -0.34660, 3.29680], [3.20129, -0.48880, 2.47776], [5.26481, 0.63249, 3.21958], [5.54821, 1.21371, 4.37598], [6.39327, 0.06852, 2.77755], [5.04022, 1.55928, 2.29136], [4.14002, -3.50175, 6.03032], [2.43777, -3.26187, 6.28461], [3.49759, -1.97260, 6.75386], [2.16561, -1.57946, 4.47866], [3.37162, -2.77021, 3.81863]],
  "forces_ev_per_a": [[0.6135, 0.5402, -0.8554], [0.5102, -0.8335, -3.7128], [0.6031, -0.5162, 0.0790], [0.0151, 0.1677, 0.0195], [-0.8051, 0.5643, 0.9135], [0.4232, -0.3536, 0.7512], [-0.0516, -0.1370, 0.4868], [-1.0069, 0.3360, 1.9692], [1.0605, 0.4954, -0.2760], [0.2422, 1.0747, -0.5421], [-1.1441, -0.4683, -0.4927], [-0.5415, 0.2973, -0.3742], [1.5140, 0.4205, 0.4516], [-0.5206, 0.0496, -0.1242], [1.7019, 0.8067, 0.1865], [-1.2231, -2.2361, -0.1692], [0.1364, 0.9864, 0.0177], [-0.4717, 0.3796, 0.5321], [0.6653, -0.4065, 0.7653], [-0.6652, 0.2966, -0.1523], [-0.1926, 0.1871, -0.1359], [-0.1857, -0.6404, 0.3860], [0.7195, -0.6913, -0.2119], [-0.6400, 0.4374, -0.0618], [1.1657, -0.2901, -0.0283], [0.0054, 0.4423, -0.6562], [-0.5809, 2.3803, -0.8056], [-0.2736, -0.5354, 0.0058], [0.1560, -1.5386, 1.5118], [0.0913, 0.1285, 0.2793], [-0.4988, 0.0966, 0.1159], [0.0094, -0.4427, -0.7959], [0.2616, -0.1096, -0.0640], [-0.0831, 0.2970, 0.1231], [0.0606, -0.4053, 0.3825], [-0.9019, -0.0163, 0.0452], [0.2582, -0.1894, -0.0691], [0.2879, -0.8356, 0.3485], [-0.6180, 1.0011, 0.7155], [0.9170, 0.8224, -0.3678], [-0.0959, -1.7291, 0.4559], [-1.0976, 0.3086, -0.0661], [-0.6415, -0.4751, 1.7268], [0.2422, 0.6862, -0.4046], [1.0217, -0.3822, -0.7084], [-0.4995, -0.2011, -1.3519], [0.1908, -0.2028, 0.2718], [0.2014, 0.1382, 0.1667], [-0.7529, 1.0923, -0.3241], [0.2114, -0.1204, 0.1092], [0.2920, -0.4710, -0.3724], [-0.4315, 0.7989, -0.5490], [0.8451, 0.2332, 1.2486], [-1.9046, 0.7461, -0.6646], [1.6003, 0.3857, -2.3379], [-0.9910, -0.8244, 2.1117], [-0.3445, -0.6519, -1.1971], [0.2882, -0.6198, 1.9330], [1.3670, 1.4991, 0.6986], [-0.8797, -0.3836, -0.5275], [0.3768, -0.4151, -0.2576], [0.1574, 0.2125, -0.3901], [-0.4403, -0.4511, -0.1276], [0.5177, -0.0717, 0.2573], [-0.3139, -0.6561, 0.0324], [-0.8586, 0.2581, 0.6510], [2.1666, -1.4597, 0.7026], [-0.0907, 0.0256, 0.7954], [-1.9573, -1.0406, -0.6103], [1.6482, 0.7580, 0.6649], [1.1325, 0.9824, -1.5054], [-0.4183, 0.0572, 0.3338], [0.2676, -1.2263, 0.3999], [-0.9606, 0.5941, 0.2092], [-0.0973, 0.7626, -0.4884], [0.2567, 0.3106, -0.4948], [0.2023, -0.2566, -0.3890], [-0.4315, 0.1214, -0.1313], [-0.7928, 0.1060, -0.0611]],
  "homo_ev": [-8.89, -9.21],
  "homo_lumo_gap_ev": [7.68, 8.38],
  "s_squared": 6.041,
  "spin_multiplicity": 5
}

---

{
  "formula": "C19H61N3O10",
  "method": "ωB97M-V with the def2-TZVPD basis set",
  "species": ["C", "C", "C", "O", "C", "N", "H", "H", "H", "H", "H", "H", "H", "H", "H", "H", "H", "C", "C", "C", "O", "C", "N", "H", "H", "H", "H", "H", "H", "H", "H", "H", "H", "H", "C", "C", "C", "O", "C", "N", "H", "H", "H", "H", "H", "H", "H", "H", "H", "H", "H", "C", "O", "H", "H", "H", "H", "C", "O", "H", "H", "H", "H", "C", "O", "H", "H", "H", "H", "C", "O", "H", "H", "H", "H", "C", "O", "H", "H", "H", "H", "C", "O", "H", "H", "H", "H", "C", "O", "H", "H", "H", "H"],
  "xyz": [[1.46238, -0.05614, -0.75746], [1.14685, -0.78305, 0.67041], [-0.26704, -1.28178, 0.67610], [-1.02529, -0.15133, 0.72809], [-2.48259, -0.40294, 0.94712], [2.06100, -1.82071, 0.93976], [1.04550, 0.95091, -0.76975], [1.19870, -0.61402, -1.65598], [2.52085, 0.17422, -0.87865], [1.32231, -0.02106, 1.42981], [-0.36432, -1.73684, 1.66178], [-0.52155, -1.90677, -0.17988], [-2.97303, 0.53401, 0.68309], [-2.73469, -0.58701, 1.99147], [-2.89961, -1.13482, 0.25535], [2.96549, -1.42333, 0.72974], [2.04514, -2.02977, 1.92776], [-2.07241, 5.61233, -4.24774], [-3.43266, 6.36021, -4.05369], [-4.32549, 5.85869, -2.89377], [-5.73440, 6.36100, -2.68449], [-6.35465, 5.85407, -1.49786], [-3.05276, 7.76315, -3.82541], [-1.55000, 6.02156, -5.11245], [-2.05918, 4.52250, -4.26200], [-1.56731, 5.89033, -3.32271], [-4.10969, 6.12221, -4.87411], [-3.79895, 6.15177, -1.98550], [-4.29985, 4.76913, -2.87619], [-7.43449, 6.00171, -1.48204], [-5.83397, 6.27607, -0.63826], [-6.35362, 4.77690, -1.33108], [-3.93338, 8.25675, -3.79432], [-2.55922, 8.19536, -4.59333], [9.05882, 0.42957, 1.80971], [8.52744, 1.82442, 1.37235], [9.59397, 2.91645, 1.24417], [8.98340, 4.05024, 0.66469], [9.89581, 5.08667, 0.53244], [7.91866, 1.49146, 0.05298], [8.36960, -0.40506, 1.68140], [9.32214, 0.49319, 2.86551], [9.99367, 0.08516, 1.36750], [7.72348, 2.17607, 2.01895], [10.41556, 2.67438, 0.57002], [9.96225, 3.25889, 2.21123], [9.58231, 5.63433, -0.35631], [10.87561, 4.64786, 0.34392], [10.00812, 5.67518, 1.44301], [8.60904, 1.42492, -0.68122], [7.32857, 2.27328, -0.19329], [2.04373, -5.98918, -2.11475], [2.90704, -4.85946, -2.19663], [2.42640, -6.81149, -1.51022], [1.13316, -5.64937, -1.62130], [1.83203, -6.22559, -3.15754], [2.75887, -4.42724, -1.35234], [2.37870, -2.26532, -7.37209], [3.34472, -3.17021, -6.81452], [2.27127, -2.48748, -8.43379], [1.43810, -2.40324, -6.83884], [2.68811, -1.22378, -7.28506], [3.36120, -3.14556, -5.85497], [-9.56050, -2.52442, 0.07874], [-9.57355, -3.84540, 0.57027], [-9.24541, -2.57634, -0.96343], [-10.57130, -2.11658, 0.07150], [-8.88393, -1.93940, 0.70172], [-10.32498, -4.29118, 0.17249], [-2.89583, -2.02589, -4.28212], [-4.27259, -2.07655, -4.38627], [-2.67481, -1.17855, -3.63308], [-2.34575, -2.77396, -3.71124], [-2.47030, -1.71566, -5.23647], [-4.48662, -1.39139, -5.02372], [1.15753, -1.32675, 6.53460], [2.01439, -2.37029, 6.40435], [0.77608, -1.30139, 7.55537], [1.74403, -0.43439, 6.31594], [0.38334, -1.47769, 5.78232], [2.59917, -2.52213, 7.15039], [-1.49211, -6.07129, 5.45508], [-0.90418, -5.80909, 4.21307], [-2.13396, -5.22890, 5.71297], [-2.25172, -6.85114, 5.40091], [-0.80129, -6.37540, 6.24146], [-0.24767, -5.11772, 4.32533], [-7.06712, -2.31565, 5.83235], [-7.41575, -2.00653, 7.18931], [-7.80252, -1.99665, 5.09375], [-6.11704, -1.79559, 5.70990], [-6.85910, -3.37990, 5.72192], [-7.05659, -2.74695, 7.68367]],
  "forces_ev_per_a": [[0.3526, -0.1782, 1.5568], [0.3336, 2.0278, -2.8413], [0.8003, 0.1149, 1.3582], [-3.9576, 1.3610, -0.0454], [1.4762, 1.2901, -0.7165], [1.2407, -1.3744, -0.4752], [-0.6123, -0.2668, -0.0326], [-0.4031, -0.1797, 0.2626], [0.3707, -0.3745, 0.3318], [-0.8520, 0.5159, -0.0040], [-0.2690, -1.2066, -0.0573], [0.1636, -0.4319, 0.0992], [0.1579, 0.1055, 0.0392], [0.3463, -0.4471, 0.0203], [0.3355, -0.4105, 0.1759], [0.4339, -0.4253, 0.1483], [0.1063, -0.1919, 0.1365], [-0.9646, 0.3065, 1.4493], [-0.6635, -0.6109, -0.4179], [0.1617, 0.1327, 2.2240], [1.2381, -0.8975, -1.2695], [0.7132, -0.2046, 0.0250], [-1.2070, -0.2112, -0.0074], [-0.0536, -0.0522, 0.0938], [-0.4748, 0.0331, -0.3241], [0.6482, 0.0112, -0.1822], [0.2318, 0.6689, -1.0009], [0.1147, 0.0738, 0.3621], [-0.4477, -0.1714, -0.3215], [0.1704, 1.0225, -0.3122], [-0.3470, 0.2406, 0.2686], [0.7865, -0.4819, -0.6066], [-0.1312, 0.4916, 0.3188], [0.2265, -0.3541, -0.2974], [0.6597, 0.6829, 1.5761], [0.6507, -2.1105, -1.8843], [-0.8284, 0.3471, 0.2666], [-1.0116, -0.4029, 0.0616], [0.4300, -0.1440, -0.5497], [-0.7370, 0.9765, 0.5142], [-0.3726, 0.5187, -0.0672], [-0.0723, -0.2140, 0.3295], [0.0495, 0.4962, -0.6081], [0.0829, -0.1108, 0.0788], [0.2797, -0.7058, 0.2007], [0.3978, -0.4878, 0.3605], [0.1715, 0.5236, 0.3419], [0.3712, 0.1942, -0.2772], [-0.2801, 0.3561, 0.0052], [0.3157, -0.0361, 0.0359], [-0.1150, 0.1153, -0.3823], [-0.4550, 0.8115, -0.3213], [0.1507, -0.1716, 0.5650], [0.3419, -0.1622, -0.3386], [-0.3984, -0.2843, -0.1673], [-0.1019, -0.6274, 0.2773], [0.4385, 0.5175, 0.0058], [0.3530, -0.4153, 0.7991], [0.0795, 0.1071, -0.7397], [-0.0195, -0.1999, 0.1723], [-0.2672, 0.1401, -0.2925], [0.0995, 0.0930, 0.0920], [-0.2462, 0.2571, -0.0039], [-0.2693, -0.3510, -0.5453], [-0.0627, -0.4773, 0.5411], [0.3780, 0.5413, -0.0833], [0.0158, 0.3877, 0.2681], [-0.1125, 0.0363, -0.2194], [0.0548, -0.1351, 0.0436], [1.5077, 2.3192, 0.8061], [-1.2857, -1.0026, -0.1574], [0.3061, 0.5943, 0.1684], [-0.7179, -1.0000, -0.7870], [0.5598, -0.7976, -0.1003], [-0.3605, -0.1087, 0.0813], [-0.1238, 1.2278, 0.4081], [1.6591, -2.9885, -0.7090], [-0.5497, 0.4030, -0.0937], [-0.5922, 0.6893, 0.0490], [-0.2165, 0.3093, 0.2539], [-0.2017, 0.3491, 0.0632], [-1.2147, 0.1635, 0.3774], [0.3292, -0.4400, -0.5168], [0.3664, 0.4127, 0.6923], [0.3700, -0.4588, -0.6154], [0.1481, 0.3252, 0.0399], [0.0210, 0.0145, 0.0322], [1.0500, 0.2440, 0.6001], [-0.5836, -0.4880, -0.3024], [-0.0925, 0.0912, 0.3645], [0.0334, 0.0450, -0.8540], [-0.2441, -0.0798, -0.1823], [-0.1639, 0.1842, 0.3683]],
  "homo_ev": -9.31,
  "relative_energy_ev": 5.078,
  "homo_lumo_gap_ev": 9.56
}

---

{
  "formula": "C2H9N5",
  "method": "ωB97M-V with the def2-TZVPD basis set",
  "species": ["C", "N", "N", "N", "N", "C", "N", "H", "H", "H", "H", "H", "H", "H", "H", "H"],
  "xyz": [[-0.02436, -1.59291, -0.21570], [0.29559, 0.72640, 0.33670], [0.11346, -0.19232, -0.64213], [1.07387, 0.38974, 1.38090], [1.75561, -0.13316, -1.42518], [-2.21825, 1.30403, 0.08349], [-1.42269, 0.70211, 0.85711], [0.88741, -0.51026, 1.81048], [1.17937, 1.15322, 2.03570], [2.28145, 0.62727, -0.98308], [1.46716, 0.27066, -2.31940], [-0.33830, -2.17603, -1.08319], [-0.78258, -1.72679, 0.56129], [0.93248, -1.99274, 0.13525], [-1.93834, 1.66212, -0.92184], [-3.26190, 1.48866, 0.38961]],
  "forces_ev_per_a": [[0.7148, -0.3261, -0.1563], [-3.5490, 1.6371, 0.5955], [3.8095, -0.5160, -2.3156], [0.3071, -0.6492, 0.3566], [-2.7052, -0.5607, 0.4855], [0.7556, -0.0727, -0.2766], [1.1845, 0.6902, 0.3282], [-0.1353, 0.1176, 0.2134], [-0.1663, -0.1500, -0.1693], [-0.6306, -0.1216, 0.4349], [-0.0990, -0.1718, 0.1553], [0.1184, 0.1378, 0.0508], [0.0079, 0.4451, -0.1020], [-0.1240, -0.0934, 0.0024], [0.0949, 0.0110, 0.3658], [0.4168, -0.3775, 0.0313]],
  "homo_ev": -8.28,
  "relative_energy_ev": 6.590,
  "homo_lumo_gap_ev": 9.41
}